No. 1
8
Properties=species:S:1:pos:R:3:forces:R:3 method="wB97M-V/def2-TZVPD" smiles="C=O.C=O" homo_lumo_gap_ev=10.56
O -10.9052 -1.1911 2.6955 1.7 1.4 -0.5
C -9.9365 -0.5608 2.2854 -1.4 -1.3 0.1
H -9.1821 -1.0813 1.6488 -0.1 0.3 0.3
H -9.7799 0.5301 2.4612 -0.2 -0.5 0.1
O -16.0232 -0.4961 2.4386 2.7 1.2 -1.4
C -14.9097 -0.2537 1.9458 -2.2 -2.0 0.9
H -14.7551 0.2893 0.9831 -0.3 0.1 0.6
H -14.0261 -0.7875 2.3698 -0.1 0.6 -0.1

No. 2
8
Properties=species:S:1:pos:R:3:forces:R:3 method="wB97M-V/def2-TZVPD" smiles="CC(=O)O" homo_lumo_gap_ev=11.24
O 1.1856 -0.0310 -1.0979 -1.3 0.2 0.4
O -0.8763 0.2810 -0.1906 0.4 -0.2 -1.2
C 0.4681 0.1299 -0.1261 1.7 -0.4 -0.6
C 1.1171 0.1753 1.2457 -1.2 -0.3 0.9
H -1.1145 0.1948 -1.1614 0.4 0.2 1.4
H 0.3598 0.0757 2.0568 0.5 0.2 -0.5
H 1.6406 1.1229 1.3595 -0.1 0.1 -0.1
H 1.8602 -0.6286 1.3737 -0.4 0.3 -0.4

No. 3
9
Properties=species:S:1:pos:R:3:forces:R:3 method="wB97M-V/def2-TZVPD" total_charge=+1 homo_lumo_gap_ev=11.10
C 0.3864 0.7963 -0.0380 -0.9 -2.7 2.5
C 0.3611 -0.7981 0.0770 1.8 1.1 -1.7
O -1.0758 1.1237 0.0502 2.3 3.3 0.7
O -1.0320 -1.1389 -0.0562 -0.2 -1.6 0.7
P -2.0639 0.0092 0.0013 -1.3 -1.7 -0.1
H 1.0573 1.2313 0.7179 -1.1 0.2 0.1
H 0.6639 1.1300 -0.9458 0.9 1.1 -3.1
H 0.8481 -1.2807 -0.8469 -0.4 0.7 1.7
H 0.8549 -1.0728 1.0405 -1.0 -0.4 -0.8

No. 4
9
Properties=species:S:1:pos:R:3:forces:R:3 method="wB97M-V/def2-TZVPD" total_charge=+1 homo_lumo_gap_ev=11.60
C -0.7521 0.0473 -0.4157 -1.0 -1.7 2.4
C 0.0529 0.4127 0.8301 1.5 0.1 -2.2
O -0.0851 -1.0639 -1.0219 -0.2 -0.9 -1.2
O 1.6904 0.0829 -0.0387 -1.1 0.9 2.0
P 1.4705 -1.0547 -1.0130 0.3 0.1 0.0
H -1.6421 -0.5250 0.0023 0.2 1.6 -0.8
H -0.9073 0.8227 -1.1745 -0.2 -0.1 0.6
H 0.0932 1.4495 1.0814 0.3 0.7 -0.2
H 0.0796 -0.1716 1.7499 0.2 -0.6 -0.6

No. 5
9
Properties=species:S:1:pos:R:3:forces:R:3 method="wB97M-V/def2-TZVPD" total_charge=+1 spin_multiplicity=3 s2=2.004 homo_lumo_gap_ev="7.21 / 7.34"
C 0.5191 -0.7531 -0.1705 -1.5 0.4 1.6
C 0.5202 0.7890 0.1499 -3.2 -1.9 1.7
O -1.2717 -1.2408 0.1593 2.3 -1.3 0.1
O -0.9498 1.1122 -0.1775 2.4 3.3 -0.1
P -2.0484 0.0603 -0.0840 -0.5 -0.7 0.1
H 0.5358 -1.0392 -1.2064 0.2 -0.1 -0.2
H 0.9665 -1.4279 0.5931 -0.4 0.5 -0.8
H 0.6993 1.0600 1.2317 -0.3 -0.5 -1.2
H 1.0289 1.4395 -0.4956 1.0 0.5 -1.1

No. 6
10
Properties=species:S:1:pos:R:3:forces:R:3 method="wB97M-V/def2-TZVPD" homo_lumo_gap_ev=8.70
C -1.0061 -0.8268 -0.5897 2.0 3.1 0.8
C 1.2402 0.7538 0.5809 0.9 1.3 -3.7
O 1.7155 -1.6532 -0.7270 1.1 -1.1 -0.4
O -3.4151 0.4888 0.0331 -1.4 -0.7 0.2
P -2.0317 0.7210 -0.3367 2.5 -0.4 -0.4
P 0.7052 -0.6572 -0.4712 -2.9 1.5 0.7
H -1.2697 -1.8137 -0.7687 -0.9 -1.8 -0.5
H 0.6002 1.6284 0.3737 -0.1 -0.6 0.7
H 1.1662 0.2609 1.4742 -0.4 -0.5 2.8
H 2.2954 1.0981 0.4314 -0.8 -0.7 -0.1